# 1
Molecular formula: C21H25N2O3P2ReS
Method: DFT, wB97M-V/def2-TZVPD

The geometry in XYZ format:
```
55
C21H25N2O3P2ReS | the Open Molecules 2025 dataset | wB97M-V/def2-TZVPD
Re -0.494 1.031 0.839
S 1.386 2.335 0.433
P -0.024 -1.267 0.461
P -2.744 2.632 -1.114
O 0.927 -0.697 4.123
O -0.070 0.595 2.569
O -1.602 1.632 -0.597
N 2.810 0.542 1.904
N 3.648 2.705 1.723
C 4.731 2.424 2.470
C -3.861 -2.102 -0.433
C 3.547 -2.915 -0.551
C 1.497 -1.670 -0.369
C 3.864 0.241 2.668
C -2.707 4.124 -0.139
C -4.307 1.798 -0.941
C 2.427 -2.554 0.183
C -1.457 -1.921 -0.382
C 2.819 -1.510 -2.374
C 1.697 -1.146 -1.651
C -2.378 2.971 -2.819
C 3.739 -2.397 -1.825
C -2.715 -1.570 0.126
C 4.870 1.153 2.976
C -1.352 -2.805 -1.453
C 2.710 1.763 1.444
C -2.508 -3.337 -2.009
C -0.063 -1.819 2.203
C -3.752 -2.990 -1.502
C 0.339 -0.680 3.105
H 4.606 -2.694 -2.399
H -4.834 -1.855 -0.030
H -0.384 -3.085 -1.846
H -2.372 2.044 -3.393
H 2.975 -1.114 -3.368
H -3.552 4.754 -0.424
H 3.903 -0.772 3.048
H -4.646 -3.423 -1.930
H -1.786 4.678 -0.324
H -4.315 0.890 -1.544
H -1.410 3.466 -2.909
H -2.434 -4.034 -2.832
H -4.498 1.553 0.104
H 4.262 -3.610 -0.135
H -3.150 3.631 -3.219
H -1.108 -2.068 2.426
H -2.810 -0.910 0.991
H -5.098 2.465 -1.290
H 0.531 -2.709 2.410
H -2.799 3.896 0.924
H 0.979 -0.459 -2.087
H 2.287 -2.977 1.168
H 5.431 3.233 2.635
H 3.529 3.649 1.366
H 5.716 0.886 3.591
```

The calculation puts the gap between HOMO and LUMO (spin up / spin down) at 6.817 / 7.142 eV. The spin multiplicity is 2. As for the energy above the lowest of the compared OMol25 structures with the same formula, charge and spin: 80.04 kJ/mol. Its total charge is +3. The expectation value of S² is 0.757.

=====

# 2
Molecular formula: CH3NO2P
Method: DFT, wB97M-V/def2-TZVPD

The geometry in XYZ format:
```
8
CH3NO2P | the Open Molecules 2025 dataset | wB97M-V/def2-TZVPD
P -1.750 0.677 -0.325
O -1.943 -0.961 -0.820
O -2.174 0.473 1.106
N 0.876 1.556 -0.766
C 0.159 0.712 -0.146
H 0.754 0.090 0.617
H -2.582 -1.298 -0.158
H 1.803 1.403 -0.413
```

The calculation puts the gap between HOMO and LUMO at 7.416 eV. As for the SMILES: [H]/N=C/P([O-])O. As for the energy above the lowest of the compared OMol25 structures with the same formula, charge and spin: 20.68 kJ/mol. Its total charge is -1.

=====

# 3
Molecular formula: C23H29N3O3
Method: DFT, wB97M-V/def2-TZVPD

The geometry in XYZ format:
```
58
C23H29N3O3 | the Open Molecules 2025 dataset | wB97M-V/def2-TZVPD
O -0.710 -2.389 -0.682
O -1.789 -2.491 2.720
O 0.227 0.252 2.929
N 0.974 -0.071 0.823
N -2.083 -1.000 0.431
N 1.409 1.241 -2.501
C 0.548 -2.016 2.164
C -2.448 -1.295 2.778
C 2.611 -2.932 -0.874
C 0.738 2.335 -4.684
C 2.087 -2.120 -1.868
C -4.633 2.396 2.950
C -3.336 0.662 1.686
C 0.125 0.968 -1.878
C 3.630 -2.468 -0.061
C -3.010 -0.873 3.971
C -2.626 -0.524 1.629
C -3.722 0.312 4.016
C -1.196 -2.013 0.367
C 2.021 0.074 -3.121
C 1.437 2.434 -3.322
C 3.614 -0.383 -1.245
C -0.807 -2.618 1.714
C 2.583 -0.838 -2.062
C -0.018 1.726 -0.553
C 1.054 1.325 0.461
C 4.132 -1.190 -0.248
C -3.890 1.096 2.882
C 0.562 -0.496 2.033
H -5.061 2.653 1.984
H -5.430 2.347 3.688
H 0.067 2.799 -0.731
H 0.788 3.295 -5.191
H 4.931 -0.826 0.380
H 2.040 1.522 0.032
H 2.843 0.427 -3.751
H 0.052 -0.104 -1.688
H -2.322 -0.528 -0.431
H 2.488 2.697 -3.483
H 0.692 -2.277 3.214
H 1.316 -0.485 -3.757
H 4.039 -3.101 0.714
H 1.217 1.589 -5.312
H -4.150 0.636 4.953
H -1.004 1.534 -0.127
H -0.310 2.066 -4.567
H 0.929 1.897 1.383
H 1.345 -2.449 1.560
H -3.952 3.196 3.244
H -0.715 1.243 -2.536
H 1.246 -0.738 0.118
H -2.878 -1.481 4.851
H 1.283 -2.489 -2.486
H 0.981 3.241 -2.743
H -0.677 -3.698 1.579
H 4.007 0.611 -1.400
H -3.462 1.247 0.785
H 2.213 -3.927 -0.737
```

The calculation puts the gap between HOMO and LUMO at 8.827 eV. As for the SMILES: CCN(CCCNC(=O)C[C@H]1Oc2ccc(C)cc2NC1=O)Cc1ccccc1. As for the energy above the lowest of the compared OMol25 structures with the same formula, charge and spin: 167.70 kJ/mol.

=====

# 4
Molecular formula: C22H40N3O3P3Ti
Method: DFT, wB97M-V/def2-TZVPD

The geometry in XYZ format:
```
72
C22H40N3O3P3Ti | the Open Molecules 2025 dataset | wB97M-V/def2-TZVPD
Ti -0.313 0.692 -1.184
P -2.123 -1.700 -0.276
P 2.548 -0.557 -0.338
P -0.907 3.012 -0.760
O -2.627 1.097 1.144
O 1.589 2.548 0.987
O 1.714 0.822 2.525
N -2.219 -0.381 3.403
N -0.176 -0.352 2.299
N 1.430 -1.044 3.885
C -1.494 0.161 -3.211
C -1.815 0.757 0.277
C 0.742 1.194 -3.298
C 3.723 -0.866 1.026
C 0.653 -2.086 4.268
C -3.467 -1.426 -1.451
C 1.024 -0.174 2.873
C -0.648 -2.048 3.894
C 3.398 0.820 -1.153
C -1.020 -0.899 3.133
C 1.304 -0.092 -3.208
C -1.159 -3.134 -0.735
C 0.517 -1.252 -3.078
C -2.498 3.076 -1.559
C 0.273 3.894 -1.750
C -0.904 -1.113 -3.109
C 1.103 1.473 0.816
C -3.112 -2.346 1.152
C 2.777 -0.895 4.460
C 2.951 -2.034 -1.370
C -1.094 4.032 0.708
C -0.694 1.308 -3.327
H 3.757 -0.005 1.699
H 1.351 2.027 -3.669
H 3.516 -1.108 3.694
H 1.121 -2.891 4.854
H 2.921 -1.627 5.262
H -1.497 4.989 0.353
H -1.403 -2.729 4.249
H 3.976 -2.388 -1.172
H 0.955 -2.236 -3.277
H -3.580 -1.519 1.718
H 4.422 0.542 -1.402
H -3.112 -1.526 -2.471
H 0.272 3.525 -2.772
H -3.292 2.780 -0.874
H -2.624 4.111 -1.873
H -3.913 -3.006 0.765
H -0.050 4.936 -1.728
H -2.489 -2.931 1.853
H 3.406 -1.735 1.608
H 2.843 -1.829 -2.443
H -4.285 -2.129 -1.294
H -2.729 -0.797 4.137
H 1.276 3.790 -1.330
H -1.119 2.235 -3.743
H 2.221 -2.820 -1.108
H 2.918 0.098 4.876
H -1.473 -2.030 -3.327
H -2.555 0.233 -3.537
H -2.537 0.495 2.946
H -2.529 2.431 -2.430
H 2.874 1.121 -2.055
H -1.807 -3.990 -0.931
H 2.371 -0.215 -3.517
H 3.385 1.673 -0.477
H -0.562 -2.913 -1.618
H -3.836 -0.402 -1.343
H -1.800 3.577 1.411
H 4.730 -1.059 0.639
H -0.135 4.202 1.205
H -0.464 -3.364 0.078
```

The calculation puts the gap between HOMO and LUMO at 4.624 eV. Its total charge is +4.

=====

# 5
Molecular formula: H26N3O15S2Zn
Method: DFT, wB97M-V/def2-TZVPD

The geometry in XYZ format:
```
47
H26N3O15S2Zn | the Open Molecules 2025 dataset | wB97M-V/def2-TZVPD
Zn 1.946 -4.752 0.241
S 0.602 0.331 -0.518
S -1.799 -5.069 4.018
O -0.759 -4.762 3.088
O -0.097 -2.924 -5.768
O -1.617 -6.473 4.345
O -3.552 3.031 -2.428
O -3.984 0.448 2.882
O -1.677 -4.209 5.184
O 3.129 5.046 0.709
O 1.499 1.284 -1.156
O -0.404 0.060 -1.529
O 1.295 -0.861 -0.111
O 4.083 -4.405 -2.489
O -1.786 5.008 1.768
O -3.117 -4.849 3.469
O 5.479 -0.460 -2.704
O 0.108 0.913 0.729
N 0.550 -0.114 5.603
N -3.941 -2.794 -1.062
N 2.321 5.217 -3.923
H -4.154 0.962 3.671
H 5.913 0.204 -2.168
H 4.659 -3.683 -2.737
H 1.443 0.138 6.003
H -0.429 -2.221 -5.209
H 0.366 -1.100 5.724
H -3.291 -2.095 -1.392
H 2.624 4.317 0.350
H 4.578 -0.478 -2.381
H -3.117 0.732 2.593
H -4.900 -2.621 -1.328
H -2.946 2.293 -2.493
H -3.901 -2.824 -0.053
H 0.585 0.177 4.637
H 3.259 5.504 -4.164
H -1.344 4.161 1.830
H -3.530 -3.625 -1.462
H 2.244 4.370 -3.378
H 2.684 5.267 1.527
H 4.129 -5.013 -3.227
H -0.308 0.230 6.010
H 1.761 5.117 -4.758
H -3.433 3.361 -1.537
H -0.536 -3.712 -5.449
H 1.862 5.919 -3.361
H -2.497 4.954 2.407
```

The calculation puts the gap between HOMO and LUMO at 2.071 eV. Its total charge is +1.

=====

Repeat the third record exactly.
Molecular formula: C23H29N3O3
Method: DFT, wB97M-V/def2-TZVPD

The geometry in XYZ format:
```
58
C23H29N3O3 | the Open Molecules 2025 dataset | wB97M-V/def2-TZVPD
O -0.710 -2.389 -0.682
O -1.789 -2.491 2.720
O 0.227 0.252 2.929
N 0.974 -0.071 0.823
N -2.083 -1.000 0.431
N 1.409 1.241 -2.501
C 0.548 -2.016 2.164
C -2.448 -1.295 2.778
C 2.611 -2.932 -0.874
C 0.738 2.335 -4.684
C 2.087 -2.120 -1.868
C -4.633 2.396 2.950
C -3.336 0.662 1.686
C 0.125 0.968 -1.878
C 3.630 -2.468 -0.061
C -3.010 -0.873 3.971
C -2.626 -0.524 1.629
C -3.722 0.312 4.016
C -1.196 -2.013 0.367
C 2.021 0.074 -3.121
C 1.437 2.434 -3.322
C 3.614 -0.383 -1.245
C -0.807 -2.618 1.714
C 2.583 -0.838 -2.062
C -0.018 1.726 -0.553
C 1.054 1.325 0.461
C 4.132 -1.190 -0.248
C -3.890 1.096 2.882
C 0.562 -0.496 2.033
H -5.061 2.653 1.984
H -5.430 2.347 3.688
H 0.067 2.799 -0.731
H 0.788 3.295 -5.191
H 4.931 -0.826 0.380
H 2.040 1.522 0.032
H 2.843 0.427 -3.751
H 0.052 -0.104 -1.688
H -2.322 -0.528 -0.431
H 2.488 2.697 -3.483
H 0.692 -2.277 3.214
H 1.316 -0.485 -3.757
H 4.039 -3.101 0.714
H 1.217 1.589 -5.312
H -4.150 0.636 4.953
H -1.004 1.534 -0.127
H -0.310 2.066 -4.567
H 0.929 1.897 1.383
H 1.345 -2.449 1.560
H -3.952 3.196 3.244
H -0.715 1.243 -2.536
H 1.246 -0.738 0.118
H -2.878 -1.481 4.851
H 1.283 -2.489 -2.486
H 0.981 3.241 -2.743
H -0.677 -3.698 1.579
H 4.007 0.611 -1.400
H -3.462 1.247 0.785
H 2.213 -3.927 -0.737
```

The calculation puts the gap between HOMO and LUMO at 8.827 eV. As for the SMILES: CCN(CCCNC(=O)C[C@H]1Oc2ccc(C)cc2NC1=O)Cc1ccccc1. As for the energy above the lowest of the compared OMol25 structures with the same formula, charge and spin: 167.70 kJ/mol.

=====

Please write out number 4 again, unchanged.
Molecular formula: C22H40N3O3P3Ti
Method: DFT, wB97M-V/def2-TZVPD

The geometry in XYZ format:
```
72
C22H40N3O3P3Ti | the Open Molecules 2025 dataset | wB97M-V/def2-TZVPD
Ti -0.313 0.692 -1.184
P -2.123 -1.700 -0.276
P 2.548 -0.557 -0.338
P -0.907 3.012 -0.760
O -2.627 1.097 1.144
O 1.589 2.548 0.987
O 1.714 0.822 2.525
N -2.219 -0.381 3.403
N -0.176 -0.352 2.299
N 1.430 -1.044 3.885
C -1.494 0.161 -3.211
C -1.815 0.757 0.277
C 0.742 1.194 -3.298
C 3.723 -0.866 1.026
C 0.653 -2.086 4.268
C -3.467 -1.426 -1.451
C 1.024 -0.174 2.873
C -0.648 -2.048 3.894
C 3.398 0.820 -1.153
C -1.020 -0.899 3.133
C 1.304 -0.092 -3.208
C -1.159 -3.134 -0.735
C 0.517 -1.252 -3.078
C -2.498 3.076 -1.559
C 0.273 3.894 -1.750
C -0.904 -1.113 -3.109
C 1.103 1.473 0.816
C -3.112 -2.346 1.152
C 2.777 -0.895 4.460
C 2.951 -2.034 -1.370
C -1.094 4.032 0.708
C -0.694 1.308 -3.327
H 3.757 -0.005 1.699
H 1.351 2.027 -3.669
H 3.516 -1.108 3.694
H 1.121 -2.891 4.854
H 2.921 -1.627 5.262
H -1.497 4.989 0.353
H -1.403 -2.729 4.249
H 3.976 -2.388 -1.172
H 0.955 -2.236 -3.277
H -3.580 -1.519 1.718
H 4.422 0.542 -1.402
H -3.112 -1.526 -2.471
H 0.272 3.525 -2.772
H -3.292 2.780 -0.874
H -2.624 4.111 -1.873
H -3.913 -3.006 0.765
H -0.050 4.936 -1.728
H -2.489 -2.931 1.853
H 3.406 -1.735 1.608
H 2.843 -1.829 -2.443
H -4.285 -2.129 -1.294
H -2.729 -0.797 4.137
H 1.276 3.790 -1.330
H -1.119 2.235 -3.743
H 2.221 -2.820 -1.108
H 2.918 0.098 4.876
H -1.473 -2.030 -3.327
H -2.555 0.233 -3.537
H -2.537 0.495 2.946
H -2.529 2.431 -2.430
H 2.874 1.121 -2.055
H -1.807 -3.990 -0.931
H 2.371 -0.215 -3.517
H 3.385 1.673 -0.477
H -0.562 -2.913 -1.618
H -3.836 -0.402 -1.343
H -1.800 3.577 1.411
H 4.730 -1.059 0.639
H -0.135 4.202 1.205
H -0.464 -3.364 0.078
```

The calculation puts the gap between HOMO and LUMO at 4.624 eV. Its total charge is +4.

=====

Copy entry 5 word for word.
Molecular formula: H26N3O15S2Zn
Method: DFT, wB97M-V/def2-TZVPD

The geometry in XYZ format:
```
47
H26N3O15S2Zn | the Open Molecules 2025 dataset | wB97M-V/def2-TZVPD
Zn 1.946 -4.752 0.241
S 0.602 0.331 -0.518
S -1.799 -5.069 4.018
O -0.759 -4.762 3.088
O -0.097 -2.924 -5.768
O -1.617 -6.473 4.345
O -3.552 3.031 -2.428
O -3.984 0.448 2.882
O -1.677 -4.209 5.184
O 3.129 5.046 0.709
O 1.499 1.284 -1.156
O -0.404 0.060 -1.529
O 1.295 -0.861 -0.111
O 4.083 -4.405 -2.489
O -1.786 5.008 1.768
O -3.117 -4.849 3.469
O 5.479 -0.460 -2.704
O 0.108 0.913 0.729
N 0.550 -0.114 5.603
N -3.941 -2.794 -1.062
N 2.321 5.217 -3.923
H -4.154 0.962 3.671
H 5.913 0.204 -2.168
H 4.659 -3.683 -2.737
H 1.443 0.138 6.003
H -0.429 -2.221 -5.209
H 0.366 -1.100 5.724
H -3.291 -2.095 -1.392
H 2.624 4.317 0.350
H 4.578 -0.478 -2.381
H -3.117 0.732 2.593
H -4.900 -2.621 -1.328
H -2.946 2.293 -2.493
H -3.901 -2.824 -0.053
H 0.585 0.177 4.637
H 3.259 5.504 -4.164
H -1.344 4.161 1.830
H -3.530 -3.625 -1.462
H 2.244 4.370 -3.378
H 2.684 5.267 1.527
H 4.129 -5.013 -3.227
H -0.308 0.230 6.010
H 1.761 5.117 -4.758
H -3.433 3.361 -1.537
H -0.536 -3.712 -5.449
H 1.862 5.919 -3.361
H -2.497 4.954 2.407
```

The calculation puts the gap between HOMO and LUMO at 2.071 eV. Its total charge is +1.